ORCA calculation (wB97M-V/def2-TZVPD) on 2 unconnected molecules or ions with the total composition C5H10O2.

## Properties
**E_LUMO**: 0.91 eV
**Energy relative to the best compared isomer or geometry (same formula, charge and spin)**: 70.7 kcal/mol
**Total charge**: 0

Geometry (Å):
C  -1.838  -0.442  1.327
C  -1.179  0.174  0.126
O  -1.632  1.166  -0.405
C  0.116  -0.475  -0.362
C  1.335  0.444  -0.542
C  1.952  -0.408  0.575
O  0.771  -1.226  0.673
H  -2.786  0.070  1.500
H  -1.990  -1.520  1.212
H  -1.168  -0.302  2.180
H  -0.666  1.290  -2.963
H  -0.823  1.522  -2.272
H  -0.109  -1.112  -1.232
H  1.830  0.378  -1.513
H  1.157  1.492  -0.292
H  2.156  0.124  1.512
H  2.830  -1.001  0.298

***

ORCA calculation (wB97M-V/def2-TZVPD) on 2 unconnected molecules or ions with the total composition C2H9NO at a distorted geometry.

## Properties
**E_LUMO**: 0.82 eV
**Energy relative to the best compared isomer or geometry (same formula, charge and spin)**: 15.3 kcal/mol
**Total charge**: 0

Geometry (Å):
C  0.078  -2.985  1.802
H  1.060  -2.773  2.185
H  0.276  -3.202  0.789
H  -0.570  -2.130  1.870
H  -0.370  -3.804  2.286
N  0.465  1.246  -1.697
C  -0.655  1.986  -1.264
O  -0.493  2.520  0.095
H  1.309  1.821  -2.004
H  0.682  0.456  -1.042
H  -0.695  2.882  -1.943
H  -1.580  1.400  -1.222
H  0.495  2.583  0.145

***

ORCA calculation (wB97M-V/def2-TZVPD) on C4H7NO2 in the gas phase.

## Properties
**E_LUMO**: 0.96 eV
**Energy relative to the best compared isomer or geometry (same formula, charge and spin)**: 82.5 kcal/mol
**Total charge**: 0

Geometry (Å):
C  -1.381  -1.098  -0.287
C  -0.357  -0.027  -0.044
N  -0.604  1.074  0.556
O  -1.920  1.147  0.977
C  1.026  -0.129  -0.601
C  2.158  0.461  0.105
O  1.977  -0.951  0.065
H  -2.265  -0.658  -0.762
H  -0.987  -1.898  -0.919
H  -1.720  -1.532  0.660
H  -1.975  2.046  1.326
H  1.067  -0.209  -1.690
H  2.999  0.858  -0.462
H  1.982  0.917  1.077

***

ORCA calculation (wB97M-V/def2-TZVPD) on C17H19NO6S2 in the gas phase.

## Properties
**E_LUMO**: -0.33 eV
**Total charge**: 0

Geometry (Å):
C  -5.330  -1.136  -1.247
H  -5.398  -1.799  -0.382
H  -5.439  -1.697  -2.171
H  -6.106  -0.372  -1.166
O  -4.046  -0.530  -1.302
C  -3.701  0.218  -0.245
O  -4.409  0.382  0.718
C  -2.368  0.793  -0.438
C  -1.687  1.674  0.374
C  -0.424  2.006  -0.181
C  -0.187  1.388  -1.374
S  -1.481  0.385  -1.873
S  1.282  1.592  -2.363
O  0.938  2.150  -3.630
O  2.246  2.257  -1.546
N  1.755  0.031  -2.681
C  1.700  -0.966  -1.701
C  1.444  -2.288  -2.042
C  1.393  -3.250  -1.049
C  1.569  -2.924  0.288
C  1.818  -1.591  0.629
C  1.893  -0.631  -0.368
H  2.112  0.393  -0.113
C  2.005  -1.184  2.058
H  2.100  -0.105  2.132
H  2.899  -1.647  2.474
H  1.156  -1.503  2.662
C  1.498  -3.984  1.344
H  2.425  -4.020  1.914
H  0.688  -3.778  2.043
H  1.328  -4.961  0.898
H  1.203  -4.277  -1.324
H  1.292  -2.560  -3.076
H  1.520  -0.259  -3.617
C  0.545  2.987  0.407
O  0.470  4.171  0.236
O  1.448  2.374  1.164
C  2.516  3.187  1.641
H  3.030  2.606  2.403
H  2.127  4.118  2.056
H  3.185  3.412  0.809
C  -2.170  2.228  1.667
H  -3.194  1.922  1.853
H  -2.106  3.315  1.644
H  -1.537  1.872  2.479

***

ORCA calculation (wB97M-V/def2-TZVPD) on a molecular structure, C7H11I2N2OSYb at a distorted geometry.

## Properties
**E_LUMO (alpha / beta)**: 4.64 / 4.64 eV
**Energy relative to the best compared isomer or geometry (same formula, charge and spin)**: 0.0 kcal/mol
**2S+1**: 2
**Total charge**: -2
**⟨S²⟩**: 0.75

Geometry (Å):
C  1.460  2.350  0.761
I  2.629  -0.490  2.057
H  1.289  3.296  0.236
H  1.861  1.582  0.101
H  2.195  2.500  1.559
C  -0.396  -1.942  -1.956
C  -0.186  -0.549  -0.163
N  -0.097  -1.842  -0.607
H  -0.946  -0.312  -3.359
I  -2.699  -0.172  1.872
N  -0.549  0.148  -1.285
H  -0.385  -2.886  -2.478
Yb  -0.017  0.002  1.830
C  0.157  1.911  1.427
O  -0.707  2.708  1.705
C  -0.674  -0.687  -2.385
C  -0.889  1.569  -1.331
H  -1.456  1.754  -2.245
H  0.013  2.186  -1.331
H  -1.515  1.806  -0.471
C  0.087  -3.005  0.258
H  0.624  -3.777  -0.297
H  -0.888  -3.387  0.576
H  0.678  -2.706  1.124
S  0.412  -0.057  4.402

***

ORCA calculation (wB97M-V/def2-TZVPD) on a molecular structure, C34H46CdN3O6P2Se.

## Properties
**E_LUMO**: 2.47 eV
**Energy relative to the best compared isomer or geometry (same formula, charge and spin)**: 28.5 kcal/mol
**Total charge**: -1

Geometry (Å):
Cd  1.044  -0.642  0.694
C  -2.413  4.855  -1.094
C  -1.396  3.750  -0.891
C  -0.257  3.776  -1.888
O  -2.090  2.495  -1.044
P  -1.768  1.289  -0.031
O  -0.462  1.464  0.627
C  -2.064  -0.079  -1.166
P  -0.691  -0.240  -2.327
O  0.538  0.352  -1.775
O  -0.574  -1.717  -2.838
C  -0.857  -3.000  -2.197
C  0.456  -3.746  -2.108
C  -1.896  -3.723  -3.027
O  -1.105  0.585  -3.631
C  -1.890  0.237  -4.777
C  -3.264  -0.304  -4.401
C  -1.117  -0.681  -5.707
O  -2.921  1.336  1.052
C  -4.312  0.959  1.010
C  -4.517  -0.536  0.832
C  -5.068  1.796  -0.008
H  -1.924  5.830  -1.050
H  -3.186  4.815  -0.326
H  -2.890  4.750  -2.070
H  -0.987  3.794  0.120
H  -0.646  3.673  -2.904
H  0.421  2.943  -1.699
H  0.292  4.717  -1.812
H  -2.984  0.144  -1.705
H  -2.116  -0.994  -0.550
H  -1.204  -2.811  -1.175
H  0.959  -3.759  -3.077
H  0.265  -4.769  -1.783
H  1.100  -3.274  -1.366
H  -1.529  -3.905  -4.041
H  -2.833  -3.167  -3.091
H  -2.107  -4.685  -2.560
H  -2.022  1.203  -5.272
H  -3.184  -1.051  -3.612
H  -3.728  -0.784  -5.263
H  -3.920  0.494  -4.052
H  -0.936  -1.645  -5.238
H  -0.154  -0.234  -5.953
H  -1.682  -0.831  -6.629
H  -4.648  1.235  2.011
H  -4.579  -0.813  -0.221
H  -5.454  -0.829  1.309
H  -3.693  -1.095  1.284
H  -4.651  1.665  -1.008
H  -5.019  2.858  0.236
H  -6.115  1.485  -0.028
C  1.470  4.321  1.415
C  0.496  4.370  2.400
C  0.313  3.265  3.211
C  1.124  2.151  3.011
N  2.052  2.095  2.061
C  2.208  3.154  1.279
C  0.972  0.935  3.856
C  0.774  1.038  5.229
C  0.658  -0.127  5.969
C  0.729  -1.344  5.314
C  0.921  -1.350  3.940
N  1.062  -0.236  3.233
H  1.643  5.158  0.751
H  -0.129  5.247  2.520
H  -0.462  3.242  3.965
H  2.960  3.063  0.503
H  0.728  2.012  5.699
H  0.520  -0.082  7.043
H  0.628  -2.279  5.847
H  0.917  -2.270  3.367
C  4.885  -1.646  4.609
C  4.660  -2.929  4.130
C  4.307  -3.092  2.805
C  4.186  -1.967  1.983
N  4.373  -0.733  2.455
C  4.714  -0.589  3.730
C  3.955  -2.102  0.519
C  4.870  -2.922  -0.147
C  4.876  -3.007  -1.530
C  3.962  -2.249  -2.242
C  3.029  -1.468  -1.568
C  2.961  -1.379  -0.171
H  5.164  -1.466  5.639
H  4.749  -3.787  4.786
H  4.108  -4.073  2.395
H  4.848  0.434  4.070
H  5.612  -3.467  0.427
H  5.599  -3.635  -2.038
H  3.959  -2.275  -3.327
H  2.303  -0.921  -2.159
Se  -0.926  -2.274  1.244

***

ORCA calculation (wB97M-V/def2-TZVPD) on C8H14IO2P in the gas phase at a distorted geometry.

## Properties
**E_LUMO (alpha / beta)**: -0.34 / -0.34 eV
**Total charge**: 0

Geometry (Å):
C  1.180  0.815  -1.110
C  0.359  -0.399  -1.493
C  -0.155  -2.615  -0.339
C  0.035  0.817  1.308
C  0.574  1.542  0.127
C  -0.709  -0.379  0.840
C  -0.020  -1.130  -0.164
C  1.200  0.231  2.187
O  0.992  -2.014  0.217
O  -0.502  2.336  -0.402
P  -3.399  0.317  -2.273
I  -2.795  0.579  0.083
H  2.281  0.635  -0.722
H  1.171  1.461  -1.963
H  -0.473  -0.032  -2.087
H  0.890  -1.103  -2.111
H  -0.581  -3.257  0.420
H  0.158  -3.180  -1.185
H  -0.567  1.438  1.919
H  1.410  2.335  0.391
H  -1.193  -1.054  1.600
H  1.764  -0.568  1.839
H  0.827  -0.070  3.131
H  1.902  0.940  2.429
H  -0.398  3.313  -0.487
H  -3.949  -0.956  -2.156

***

ORCA calculation (wB97M-V/def2-TZVPD) on 2 unconnected molecules or ions with the total composition C7H10 at a distorted geometry.

## Properties
**E_LUMO**: 0.47 eV
**Energy relative to the best compared isomer or geometry (same formula, charge and spin)**: 105.8 kcal/mol
**Total charge**: 0

Geometry (Å):
C  -0.423  -1.500  -1.815
C  -0.021  -1.180  -2.903
C  -0.126  -2.042  0.543
C  -0.833  -1.456  -0.449
C  -0.954  1.780  1.174
C  1.147  0.713  0.229
C  -0.350  1.194  0.127
H  -0.259  -1.786  1.575
H  0.709  -2.373  0.067
H  -1.735  -0.908  -0.175
H  -1.924  2.226  0.983
H  -0.453  1.786  2.129
H  0.180  -1.363  -3.868
H  1.453  0.439  1.263
H  1.697  1.624  -0.056
H  1.246  -0.168  -0.499
H  -0.709  1.213  -0.930